Record 1
C38H26MgN6O7 as an isolated structure, computed with the ωB97M-V functional and the def2-TZVPD basis.

Geometry as ORCA input:
```
! wB97M-V def2-TZVPD RIJCOSX def2/J DEFGRID3
* xyz -2 1
Mg 0.115 -0.192 0.402
C -3.111 0.464 3.554
O -2.700 -0.816 4.022
C -1.359 -0.963 4.320
C -1.042 -1.598 5.497
C 0.290 -1.853 5.841
C 1.283 -1.453 4.972
C 0.990 -0.829 3.753
C 2.100 -0.472 2.884
N 1.979 -0.117 1.664
N 3.164 0.228 1.029
C 2.866 0.752 -0.146
O 1.710 0.923 -0.626
C 4.042 1.194 -0.971
C 5.350 1.148 -0.491
C 6.404 1.567 -1.288
C 6.167 2.036 -2.576
C 4.867 2.079 -3.059
C 3.811 1.661 -2.260
C -0.359 -0.565 3.377
O -0.694 -0.015 2.267
H -4.163 0.566 3.828
H -2.982 0.558 2.478
H -2.535 1.257 4.042
H -1.858 -1.911 6.139
H 0.528 -2.360 6.767
H 2.325 -1.641 5.214
H 3.106 -0.514 3.314
H 5.510 0.778 0.513
H 7.417 1.529 -0.902
H 6.992 2.363 -3.199
H 4.674 2.437 -4.065
H 2.786 1.679 -2.609
O -2.426 -1.290 0.239
C -2.658 -2.124 1.085
C -1.722 -3.025 1.757
C -2.268 -3.884 2.695
C -1.478 -4.781 3.390
C -0.088 -4.829 3.159
C 0.472 -4.000 2.239
C -0.302 -3.036 1.495
O 0.265 -2.268 0.677
N -2.070 -5.658 4.353
O -1.344 -6.445 4.959
O -3.283 -5.611 4.540
H -3.709 -2.280 1.420
H -3.330 -3.844 2.900
H 0.518 -5.521 3.728
H 1.540 -3.997 2.058
N -2.401 5.012 -8.258
C -2.176 4.415 -7.300
C -1.894 3.668 -6.104
C -2.943 3.156 -5.342
C -2.669 2.439 -4.191
C -1.356 2.220 -3.789
C -0.312 2.734 -4.556
C -0.574 3.457 -5.707
C -1.053 1.445 -2.548
C -1.312 2.115 -1.349
C -1.826 3.439 -1.203
C -1.903 3.680 0.149
C -1.421 2.498 0.779
N -1.074 1.577 -0.098
C -0.559 0.159 -2.744
C -0.391 -0.503 -4.004
C 0.074 -1.762 -3.717
C 0.157 -1.831 -2.294
N -0.213 -0.708 -1.720
H -3.965 3.321 -5.658
H -3.472 2.037 -3.586
H 0.706 2.562 -4.235
H 0.238 3.860 -6.297
H -2.099 4.114 -2.001
H -2.244 4.578 0.641
H -1.309 2.294 1.835
H -0.596 -0.090 -4.980
H 0.320 -2.548 -4.414
H 0.477 -2.666 -1.687
*
```

Properties
- molar mass (g mol⁻¹) = 702.97
- Kohn-Sham gap (eV) = 5.97
- ΔE to the lowest compared entry with this formula, charge and spin (eV) = 0.000

=====

Record 2
C38H26N8O3SeW as an isolated structure at a distorted geometry, computed with the ωB97M-V functional and the def2-TZVPD basis.

Geometry as ORCA input:
```
! wB97M-V def2-TZVPD RIJCOSX def2/J DEFGRID3
* xyz 2 1
W -2.164 -1.630 0.166
O -4.332 -5.202 -0.551
C -3.416 -4.404 -0.399
N -3.408 -3.053 -0.676
C -4.484 -2.513 -1.401
C -5.515 -3.229 -2.059
C -6.559 -2.526 -2.594
C -6.607 -1.145 -2.488
C -5.530 -0.423 -2.073
C -4.432 -1.146 -1.629
N -3.088 -0.711 -1.496
C -2.603 -0.151 -2.709
O -3.267 0.692 -3.322
C -1.621 -1.058 -3.540
C -1.305 -0.450 -4.789
C -0.909 -1.274 -5.824
C -0.655 -2.628 -5.510
C -0.712 -3.041 -4.210
N -1.298 -2.323 -3.240
C -2.090 -4.736 0.099
C -1.680 -6.055 0.202
C -0.522 -6.318 0.916
C 0.097 -5.288 1.603
C -0.357 -4.007 1.440
N -1.339 -3.686 0.533
H -5.457 -4.324 -2.109
H -7.359 -3.023 -3.149
H -7.527 -0.623 -2.749
H -5.402 0.646 -2.193
H -1.580 0.573 -4.963
H -0.812 -0.919 -6.838
H -0.439 -3.337 -6.319
H -0.387 -4.004 -3.889
H -2.304 -6.860 -0.202
H -0.113 -7.324 0.880
H 0.829 -5.524 2.377
H 0.094 -3.209 2.009
C 6.837 7.550 4.780
O 7.195 6.408 4.018
C 6.206 5.655 3.491
C 4.869 5.871 3.817
C 3.886 5.071 3.223
C 4.218 4.056 2.322
C 5.583 3.888 1.965
C 6.546 4.675 2.521
C 3.165 3.227 1.745
N 1.859 3.443 1.865
C 1.261 2.335 1.308
C 2.205 1.463 0.733
N 3.418 2.050 1.019
C 1.842 0.210 0.170
C 2.716 -0.746 -0.403
C 2.228 -1.991 -0.806
C 0.865 -2.209 -0.733
N 0.017 -1.325 -0.142
C 0.480 -0.099 0.224
C -0.487 0.844 0.733
N -1.775 0.444 0.700
C -2.715 1.255 1.217
C -2.423 2.452 1.864
C -1.105 2.932 1.832
C -0.121 2.093 1.256
H 7.772 8.081 4.995
H 6.399 7.265 5.746
H 6.179 8.251 4.262
H 4.570 6.660 4.478
H 2.843 5.271 3.404
H 5.860 3.105 1.258
H 7.585 4.538 2.251
H 4.339 1.736 0.682
H 3.767 -0.533 -0.536
H 2.857 -2.759 -1.244
H 0.424 -3.135 -1.123
H -3.733 0.952 1.116
H -3.244 2.975 2.315
H -0.830 3.905 2.234
Se -3.304 -1.628 2.138
*
```

Properties
- molar mass (g mol⁻¹) = 905.48
- Kohn-Sham gap (spin up / spin down) (eV) = 4.17 / 4.23
- ΔE to the lowest compared entry with this formula, charge and spin (eV) = 0.339

=====

Record 3
C38H27F5N10O2SV as an isolated structure, computed with the ωB97M-V functional and the def2-TZVPD basis.

Geometry as ORCA input:
```
! wB97M-V def2-TZVPD RIJCOSX def2/J DEFGRID3
* xyz 0 4
V -0.155 -0.127 0.284
C 3.037 3.288 0.377
C 2.012 2.443 0.781
N 1.814 1.264 0.208
C 2.637 0.932 -0.796
C 3.656 1.790 -1.191
N 3.859 2.965 -0.610
C 2.433 -0.417 -1.364
C 3.258 -1.023 -2.290
C 3.038 -2.364 -2.613
C 2.065 -3.066 -1.928
C 1.274 -2.392 -1.001
N 1.421 -1.084 -0.812
C 0.300 -2.987 -0.070
C -0.259 -4.206 -0.253
N -1.128 -4.729 0.693
C -1.466 -3.983 1.673
C -1.023 -2.547 1.838
N 0.057 -2.169 1.004
C 3.879 -3.035 -3.633
C 3.319 -3.927 -4.538
C 4.137 -4.528 -5.482
N 5.446 -4.307 -5.570
C 5.978 -3.455 -4.699
C 5.246 -2.796 -3.723
H 3.183 4.243 0.866
H 1.334 2.737 1.569
H 4.327 1.531 -1.999
H 4.065 -0.483 -2.763
H 1.941 -4.131 -2.061
H -0.046 -4.829 -1.108
H -2.112 -4.397 2.441
H -0.813 -2.354 2.898
H 2.257 -4.135 -4.530
H 3.718 -5.220 -6.203
H 7.046 -3.290 -4.779
H 5.747 -2.131 -3.032
F -0.562 -0.811 -2.770
C -0.550 0.543 -2.705
C -0.458 1.166 -1.472
C -0.432 2.546 -1.560
F -0.296 3.294 -0.429
C -0.498 3.269 -2.737
F -0.465 4.606 -2.735
C -0.587 2.585 -3.937
F -0.643 3.250 -5.091
C -0.608 1.203 -3.921
F -0.678 0.527 -5.072
O -1.939 -0.724 0.529
N -2.163 -1.587 1.523
C -3.132 -1.333 2.449
C -4.177 -0.418 2.227
N -5.053 0.320 2.077
C -3.138 -2.085 3.646
N -3.143 -2.699 4.624
C -2.339 2.313 1.314
C -1.305 2.026 2.390
O -0.333 0.963 2.091
C 0.427 0.715 3.308
C 1.526 -0.307 3.169
H -3.333 2.075 1.681
H -2.187 1.734 0.408
H -2.298 3.365 1.043
H -1.793 1.709 3.313
H -0.706 2.914 2.608
H -0.302 0.404 4.061
H 0.848 1.674 3.625
H 1.164 -1.310 2.965
H 2.071 -0.324 4.114
H 2.229 -0.043 2.381
S -3.362 -4.838 -2.862
C -2.409 -3.384 -2.776
N -2.857 -2.440 -2.030
C -4.059 -2.820 -1.455
C -4.813 -2.015 -0.600
C -5.983 -2.519 -0.075
C -6.413 -3.813 -0.399
C -5.688 -4.617 -1.254
C -4.503 -4.109 -1.782
H -1.476 -3.312 -3.319
H -4.465 -1.017 -0.375
H -6.574 -1.909 0.597
H -7.334 -4.188 0.030
H -6.027 -5.615 -1.499
*
```

Properties
- molar mass (g mol⁻¹) = 833.70
- <S²> = 3.7775
- Kohn-Sham gap (spin up / spin down) (eV) = 5.61 / 6.21
- ΔE to the lowest compared entry with this formula, charge and spin (eV) = 1.409

=====

Record 4
C38H27N4O2PTi as an isolated structure at a distorted geometry, computed with the ωB97M-V functional and the def2-TZVPD basis.

Geometry as ORCA input:
```
! wB97M-V def2-TZVPD RIJCOSX def2/J DEFGRID3
* xyz 0 3
Ti -1.639 -0.430 -0.159
C 5.151 -2.106 1.256
C 4.108 -2.911 1.692
C 2.809 -2.663 1.274
C 2.547 -1.605 0.408
C 3.598 -0.789 -0.014
C 4.895 -1.044 0.401
P 0.878 -1.162 -0.206
C -0.174 -2.059 1.024
C -0.486 -1.390 2.220
C -1.183 -2.040 3.226
C -1.599 -3.349 3.043
C -1.325 -4.009 1.853
C -0.617 -3.373 0.849
C 0.691 -2.169 -1.716
C 1.611 -3.120 -2.085
C 1.477 -3.807 -3.305
C 0.448 -3.505 -4.150
C -0.512 -2.522 -3.812
C -1.564 -2.192 -4.695
C -2.494 -1.260 -4.333
C -2.429 -0.644 -3.067
C -1.418 -0.900 -2.163
C -0.421 -1.847 -2.560
H 6.163 -2.308 1.583
H 4.308 -3.737 2.362
H 1.998 -3.293 1.618
H 3.392 0.042 -0.679
H 5.709 -0.412 0.066
H -0.133 -0.374 2.375
H -1.405 -1.525 4.152
H -2.166 -3.848 3.818
H -1.685 -5.017 1.700
H -0.417 -3.881 -0.086
H 2.452 -3.341 -1.440
H 2.205 -4.563 -3.572
H 0.351 -4.018 -5.101
H -1.621 -2.693 -5.655
H -3.304 -1.010 -5.009
H -3.240 0.028 -2.793
O -4.179 -2.891 1.269
C -3.636 -1.890 0.825
O -2.813 -1.858 -0.193
C -3.855 -0.542 1.420
C -4.722 -0.317 2.474
C -4.872 0.962 2.980
C -4.142 2.005 2.368
C -3.311 1.731 1.318
N -3.121 0.472 0.821
H -5.264 -1.165 2.870
H -5.535 1.175 3.807
H -4.234 3.024 2.718
H -2.772 2.535 0.832
N 4.938 7.943 1.361
C 4.171 7.147 1.047
C 3.213 6.165 0.658
C 3.133 4.942 1.324
C 2.196 4.002 0.955
C 1.305 4.257 -0.089
C 1.394 5.475 -0.764
C 2.334 6.414 -0.397
N 0.337 3.303 -0.452
C -0.562 3.390 -1.498
C -1.281 2.245 -1.482
N -0.855 1.437 -0.445
C 0.103 2.108 0.156
H 3.818 4.736 2.135
H 2.166 3.059 1.482
H 0.727 5.700 -1.582
H 2.396 7.355 -0.925
H -0.613 4.223 -2.173
H -2.066 1.943 -2.153
H 0.640 1.759 1.018
*
```

Properties
- molar mass (g mol⁻¹) = 650.50
- <S²> = 2.0274
- Kohn-Sham gap (spin up / spin down) (eV) = 4.28 / 7.04
- ΔE to the lowest compared entry with this formula, charge and spin (eV) = 1.658

=====

Record 5
C38H28CrO6P2S2 as an isolated structure at a distorted geometry, computed with the ωB97M-V functional and the def2-TZVPD basis.

Geometry as ORCA input:
```
! wB97M-V def2-TZVPD RIJCOSX def2/J DEFGRID3
* xyz -1 4
Cr -0.034 -1.954 -0.652
O 0.814 -1.471 -2.567
C 1.180 -0.799 -1.627
C 2.131 0.298 -1.581
C 3.506 0.141 -1.466
C 4.304 1.259 -1.299
C 3.737 2.524 -1.226
C 2.364 2.688 -1.348
C 1.553 1.584 -1.554
P -0.268 1.428 -1.604
C -0.915 3.150 -1.551
C -0.726 4.115 -2.534
C -1.352 5.345 -2.418
C -2.168 5.620 -1.331
C -2.368 4.659 -0.356
C -1.748 3.430 -0.471
C -0.534 1.026 -3.370
C 0.457 0.982 -4.345
C 0.154 0.513 -5.612
C -1.125 0.073 -5.909
C -2.121 0.139 -4.946
C -1.827 0.613 -3.682
H 3.933 -0.852 -1.483
H 5.374 1.136 -1.203
H 4.369 3.386 -1.062
H 1.924 3.674 -1.288
H -0.101 3.894 -3.392
H -1.225 6.098 -3.184
H -2.665 6.578 -1.249
H -3.015 4.870 0.483
H -1.928 2.655 0.260
H 1.470 1.290 -4.115
H 0.930 0.463 -6.365
H -1.348 -0.326 -6.889
H -3.118 -0.217 -5.170
H -2.581 0.639 -2.905
O -3.415 0.400 -0.502
C -2.589 -0.410 -0.092
O -1.599 -0.813 -0.788
C -2.738 -0.901 1.343
C -4.029 -0.876 1.866
C -4.275 -1.189 3.191
C -3.220 -1.504 4.035
C -1.933 -1.544 3.532
C -1.684 -1.267 2.187
P 0.022 -1.436 1.586
C 0.793 0.002 2.424
C 0.683 1.223 1.769
C 1.227 2.370 2.315
C 1.879 2.311 3.537
C 1.971 1.105 4.213
C 1.433 -0.046 3.659
C 0.755 -2.864 2.419
C 0.000 -4.013 2.649
C 0.638 -5.221 2.862
C 2.022 -5.286 2.881
C 2.777 -4.137 2.702
C 2.148 -2.934 2.444
H -4.838 -0.601 1.205
H -5.289 -1.185 3.568
H -3.397 -1.729 5.079
H -1.097 -1.802 4.172
H 0.163 1.243 0.818
H 1.147 3.307 1.784
H 2.308 3.205 3.969
H 2.458 1.059 5.180
H 1.513 -0.984 4.188
H -1.079 -3.962 2.600
H 0.047 -6.119 2.973
H 2.514 -6.239 3.008
H 3.857 -4.188 2.727
H 2.732 -2.047 2.229
O 0.074 -4.078 -2.418
S 0.325 -4.403 -1.029
O 0.739 -5.758 -0.763
O 1.306 -3.400 -0.467
S -1.371 -3.939 -0.042
*
```

Properties
- molar mass (g mol⁻¹) = 758.71
- <S²> = 3.8150
- Kohn-Sham gap (spin up / spin down) (eV) = 7.41 / 7.44

=====

Record 6
C38H29AsN6O3PbS2 as an isolated structure at a distorted geometry, computed with the ωB97M-V functional and the def2-TZVPD basis.

Geometry as ORCA input:
```
! wB97M-V def2-TZVPD RIJCOSX def2/J DEFGRID3
* xyz 0 1
Pb 0.316 -1.273 1.323
O 3.334 1.200 3.446
C 2.447 0.489 3.080
N 2.402 -0.369 2.020
C 3.253 -0.276 0.987
O 4.155 0.552 0.856
C 3.267 -1.435 0.009
C 4.142 -1.437 -1.099
C 4.282 -2.608 -1.804
C 3.510 -3.732 -1.432
C 2.523 -3.578 -0.422
N 2.436 -2.447 0.280
C 1.270 0.268 4.077
C 1.351 0.776 5.359
C 0.281 0.527 6.196
C -0.852 -0.099 5.713
C -0.833 -0.538 4.419
N 0.216 -0.429 3.648
H 4.715 -0.537 -1.278
H 5.042 -2.678 -2.570
H 3.536 -4.678 -1.949
H 1.857 -4.324 -0.181
H 2.208 1.313 5.709
H 0.291 0.927 7.202
H -1.759 -0.181 6.275
H -1.696 -1.057 4.075
N -1.762 -5.124 0.597
C -1.770 -3.881 1.213
S -0.426 -3.673 2.337
N -2.707 -2.994 0.873
N -2.563 -1.795 1.542
C -3.614 -1.050 1.530
C -3.648 0.241 2.162
C -4.908 0.648 2.726
C -5.103 1.887 3.261
C -4.057 2.786 3.300
C -2.822 2.425 2.710
C -2.629 1.184 2.172
O -1.476 0.882 1.526
H -1.291 -5.847 1.162
H -2.642 -5.338 0.114
H -4.456 -1.356 0.924
H -5.770 -0.005 2.758
H -6.102 2.191 3.631
H -4.220 3.762 3.731
H -1.963 3.191 2.807
S -0.403 2.101 1.120
C -1.049 2.644 -0.420
C -2.108 3.558 -0.444
C -2.562 4.053 -1.681
C -1.994 3.570 -2.857
C -0.909 2.699 -2.782
C -0.409 2.262 -1.586
As 1.170 1.040 -1.532
C 2.009 1.586 -3.175
C 3.082 2.410 -3.061
C 3.796 2.802 -4.201
C 3.305 2.562 -5.445
C 2.160 1.837 -5.573
C 1.598 1.248 -4.447
C 0.443 -0.661 -2.016
C 1.249 -1.528 -2.655
C 0.817 -2.817 -2.936
C -0.466 -3.219 -2.602
C -1.327 -2.305 -2.089
C -0.922 -1.030 -1.801
H -2.612 3.971 0.412
H -3.332 4.836 -1.731
H -2.381 3.951 -3.869
H -0.518 2.400 -3.700
H 3.419 2.758 -2.055
H 4.733 3.326 -4.113
H 3.802 2.956 -6.327
H 1.703 1.755 -6.554
H 0.754 0.614 -4.604
H 2.303 -1.224 -2.916
H 1.539 -3.511 -3.350
H -0.764 -4.228 -2.830
H -2.330 -2.674 -1.842
H -1.561 -0.250 -1.355
*
```

Properties
- molar mass (g mol⁻¹) = 963.94
- Kohn-Sham gap (eV) = 7.70
- ΔE to the lowest compared entry with this formula, charge and spin (eV) = 0.395